Computed, not measured: an isolated molecule of C4H9NO, with the ωB97M-V functional and the def2-TZVPD basis.

Geometry as XYZ:
```
15
Properties=species:S:1:pos:R:3
C 0.449 -1.643 -0.669
C -0.162 -0.317 -1.105
C 0.417 0.889 -0.364
N 0.225 0.838 1.079
C -0.990 1.026 1.654
O -2.025 1.234 1.051
H 0.010 -2.478 -1.225
H 1.533 -1.659 -0.838
H 0.269 -1.822 0.397
H -1.246 -0.328 -0.954
H 0.003 -0.162 -2.178
H -0.057 1.804 -0.732
H 1.494 0.975 -0.554
H 1.016 0.672 1.680
H -0.937 0.971 2.758
```

Output
HOMO-LUMO gap = 10.659 eV
highest occupied orbital energy = -0.360 Eh
lowest unoccupied orbital energy = 0.9 eV
spin multiplicity = 1
energy relative to the best compared isomer or geometry (same formula, charge and spin) = 42.6 kJ/mol


Computed, not measured: an isolated molecule of C4H9NO, with the ωB97M-V functional and the def2-TZVPD basis.

Geometry as XYZ:
```
15
Properties=species:S:1:pos:R:3
C -0.012 -0.558 1.587
C 0.594 -0.925 0.246
N -0.289 -0.949 -0.931
C 0.574 0.180 -1.291
C -0.152 1.471 -0.926
O -1.431 1.369 -0.320
H 0.780 -0.392 2.330
H -0.624 0.344 1.502
H -0.648 -1.382 1.940
H 1.255 -1.801 0.266
H -0.047 -1.758 -1.506
H 1.432 -0.127 -0.154
H -0.231 1.962 -1.918
H 0.492 2.124 -0.317
H -1.694 0.441 -0.507
```

Output
HOMO-LUMO gap = 9.487 eV
highest occupied orbital energy = -0.313 Eh
lowest unoccupied orbital energy = 1.0 eV
spin multiplicity = 1
energy relative to the best compared isomer or geometry (same formula, charge and spin) = 477.2 kJ/mol


| no. | E_tot (hartree) |
| --- | --- |
| 1 | -287.8162 |
| 2 | -287.6507 |